# 1
This record from the OMol25 dataset describes C38H34N4O12PSW as an isolated structure at a distorted geometry. The level of theory is wB97M-V/def2-TZVPD.

```
! RIJCOSX wB97M-V def2-TZVPD def2/J DEFGRID3
* xyz 1 1
H 2.00 1.54 -3.31
C 2.05 -0.29 -4.45
H -4.25 0.93 0.61
C 4.85 -4.35 3.37
H -2.52 4.09 -4.57
C -2.04 3.01 -2.80
C -3.36 -0.32 3.54
C -1.82 -2.45 2.92
O 2.51 0.20 -5.61
H 0.95 3.11 -1.21
H 4.74 -1.55 1.44
C 3.02 -2.65 2.12
C 1.31 -2.27 -3.33
O 3.83 -6.41 4.78
H -1.44 -3.13 2.17
O 2.24 2.17 1.21
C -5.02 -0.43 -0.85
H 0.52 -4.13 -1.50
C -1.07 2.72 -1.83
C -2.91 4.88 2.58
C 4.38 -2.40 2.00
C 0.47 0.08 3.86
C -1.18 3.44 1.71
C -2.08 2.88 0.79
N 0.89 0.35 2.78
H 1.50 -3.94 2.96
C 0.06 -2.03 -1.22
H 1.10 -3.33 -3.34
H -4.05 3.05 -0.02
H -3.22 5.64 3.27
C 2.72 1.61 -5.71
H -0.44 -3.71 -0.06
C 2.04 -1.75 1.48
C -4.79 -1.10 -2.04
H 3.49 1.93 -5.02
H 0.88 3.79 2.38
C 3.48 -4.56 3.46
C -2.87 0.65 -1.02
N 6.71 -3.00 2.50
H 2.48 2.49 2.09
C -2.64 -0.04 -2.21
C 1.84 -1.69 -4.44
C 1.78 0.49 -3.34
H -4.21 -0.94 3.83
H -5.94 -0.58 -0.31
H -0.31 5.19 -4.72
O 7.46 -3.77 3.04
H -2.62 -0.24 4.33
S -2.60 -1.06 2.09
C 0.44 4.22 -2.95
O -1.49 -0.06 1.79
H -3.41 -1.42 -3.65
N 3.00 -5.72 4.24
C 5.26 -3.26 2.63
H -4.79 4.76 1.58
H 1.79 2.15 -5.51
C -0.52 4.50 -3.91
H -5.54 -1.76 -2.44
C -3.59 -0.90 -2.72
C 2.56 -3.74 2.86
C -1.60 4.42 2.59
H -0.89 4.85 3.29
W 0.43 0.10 0.70
H -3.02 2.55 -2.75
C -1.76 3.88 -3.83
H -3.71 0.66 3.23
H -2.58 -2.95 3.53
H -1.71 0.11 -2.76
C -0.26 -3.49 -1.11
O 0.79 -1.95 1.60
O 1.18 0.64 -1.10
C -3.78 4.38 1.64
C 0.27 3.14 1.75
H 3.04 1.78 -6.73
C 0.96 -1.50 -2.18
C -4.06 0.43 -0.34
C 0.17 3.34 -1.92
P -1.47 1.64 -0.41
O 1.80 -5.89 4.28
O -0.63 -1.25 -0.46
O 2.39 -0.75 0.79
O 7.04 -2.01 1.88
H -1.19 -3.68 -1.66
H 1.41 4.70 -3.01
C -3.37 3.39 0.74
N 0.85 2.26 1.05
H -1.01 -2.08 3.54
H 5.56 -5.01 3.85
H 2.09 -2.25 -5.32
C 1.30 -0.12 -2.16
O 0.05 -0.19 4.93
*
```

Summary:
Energy relative to the best compared isomer or geometry (same formula, charge and spin) ... 0.0 kJ/mol
Highest occupied orbital energy ... -9.6 eV
Gap between HOMO and LUMO ... 0.23088 hartree
Lowest unoccupied orbital energy ... -3.36 eV
Maximum force ... 2.31 eV Å⁻¹


# 2
This record from the OMol25 dataset describes C38H34N6O2PtS2 as an isolated structure at a distorted geometry. The level of theory is wB97M-V/def2-TZVPD.

```
! RIJCOSX wB97M-V def2-TZVPD def2/J DEFGRID3
* xyz 0 3
C 1.72 3.87 0.03
S 0.51 -0.81 2.62
H -6.09 -0.86 0.59
H 6.19 3.35 0.05
C -0.93 -2.82 -0.11
C 7.92 8.21 0.16
C 5.02 5.13 0.07
C -0.90 -0.80 6.35
C 0.90 0.71 4.87
H 1.33 1.72 6.70
H -1.59 -1.39 6.93
S -2.40 0.10 -0.09
C 8.60 10.49 0.21
C -1.44 -5.27 -0.01
C 6.56 8.51 0.17
H -1.91 2.65 -0.04
C 0.74 0.95 6.22
C 2.80 -0.81 -0.12
O -0.03 -1.94 -0.22
H 1.60 1.29 4.28
C 4.08 3.14 0.03
C 8.33 6.88 0.12
C 0.71 4.81 0.04
H 0.64 -7.93 0.18
H 0.95 5.86 0.05
H -0.25 0.36 8.03
C 1.39 2.48 -0.01
C 6.04 6.15 0.10
H -1.75 -7.38 0.12
H -5.27 -4.70 -1.24
H -5.86 -2.97 0.45
H 2.32 -6.12 0.04
H -1.31 -1.83 4.51
N 3.73 5.37 0.07
H -4.24 -3.64 0.73
C 7.40 5.86 0.09
H 8.02 10.79 -0.67
N 1.92 0.18 -0.12
C -4.85 -3.04 0.05
C -5.61 -0.12 -1.37
C 2.37 1.48 -0.04
H 7.76 4.84 0.06
H -1.44 5.06 -0.01
H 1.59 -3.77 -0.10
C 0.86 -4.56 -0.05
C -0.15 0.19 6.97
C -0.62 4.36 0.00
H 5.73 0.86 0.06
H 9.54 11.02 0.23
C -1.02 -6.59 0.07
H -4.74 0.13 -1.97
C 4.66 0.70 0.01
C 0.33 -6.90 0.10
N 0.07 2.07 0.00
H -6.24 0.77 -1.29
C 1.27 -5.88 0.03
H -3.86 -3.75 -1.73
N -4.29 -1.70 0.03
H -4.72 0.26 0.55
H -6.18 -0.89 -1.89
H 8.03 10.73 1.12
H -5.48 -3.12 -2.02
O 8.93 9.12 0.17
C 3.77 1.76 0.00
C -0.50 -4.24 -0.06
C -0.74 -1.05 5.00
Pt -0.09 0.10 -0.05
C 3.12 4.16 0.04
N 5.28 3.78 0.05
C -5.20 -0.57 0.03
N -2.25 -2.65 -0.04
H 2.39 -1.81 -0.17
C -2.95 -1.54 -0.04
C 4.16 -0.61 -0.05
C 5.63 7.49 0.14
H -2.48 -5.02 -0.03
C 0.18 -0.31 4.25
H 4.83 -1.45 -0.05
C -0.89 3.01 -0.01
H 4.58 7.69 0.14
H 6.20 9.53 0.20
H 9.39 6.67 0.12
C -4.87 -3.69 -1.33
*
```

Summary:
Energy relative to the best compared isomer or geometry (same formula, charge and spin) ... 25.2 kJ/mol
Highest occupied orbital energy (alpha / beta) ... -4.9 / -7.3 eV
Gap between HOMO and LUMO (alpha / beta) ... 0.18134 / 0.21347 hartree
Lowest unoccupied orbital energy (alpha / beta) ... 0.05 / -1.50 eV
Maximum force ... 1.59 eV Å⁻¹


# 3
This record from the OMol25 dataset describes C38H35AgN5OSb as an isolated structure at a distorted geometry. The level of theory is wB97M-V/def2-TZVPD.

```
! RIJCOSX wB97M-V def2-TZVPD def2/J DEFGRID3
* xyz -2 1
H 0.13 -4.28 -1.06
H -3.51 0.62 1.10
Ag 1.36 -1.53 1.39
H -3.81 2.77 -2.21
C 3.00 -1.54 -3.75
N -1.19 -7.08 1.36
H -3.43 -1.15 1.59
H -0.70 2.98 0.77
C 4.22 5.05 -1.42
C -0.59 1.88 -2.61
H -5.42 -8.39 0.80
C -0.16 1.85 2.55
C -1.19 2.71 6.08
C 3.60 4.95 0.91
H 1.89 0.76 -5.86
H 1.80 2.03 -3.64
N -1.13 0.95 2.28
H 1.01 5.35 5.88
C 2.90 -0.82 -2.60
C 4.13 5.74 -0.24
H -2.28 1.82 -3.76
H 2.91 -1.38 -1.56
H -3.68 -0.33 -0.25
H 3.19 0.43 3.29
C -2.38 3.08 -0.63
C 0.39 4.42 5.55
C 2.76 -0.89 -4.99
C -1.28 -2.10 -2.77
H 1.37 4.01 3.32
C -1.76 -1.18 -1.71
H -2.29 -0.27 -2.03
C -2.75 2.92 -1.99
C 2.25 1.11 -3.74
C -1.03 -1.34 -0.59
C 3.59 3.84 -1.57
Sb 1.64 1.25 -0.60
H -2.05 -2.34 -3.74
C -4.57 -7.84 0.38
H 4.57 5.51 -2.35
H 3.94 -1.07 2.91
C -0.16 2.32 -1.24
C -1.01 2.08 4.91
H -1.45 -6.57 -1.54
C 2.99 3.83 0.74
H -3.87 -6.87 -2.42
C 0.43 3.89 4.11
N -4.65 -7.44 -0.92
H 4.03 3.26 -2.39
H -1.58 1.12 4.67
H -0.49 -4.08 -3.09
H 3.39 -2.47 -3.79
N -0.65 0.12 1.22
C 2.92 3.20 -0.54
H 3.81 5.57 1.89
H 4.26 6.92 -0.34
O 0.81 2.09 1.74
C -3.01 -0.42 0.66
H -0.46 -6.73 0.91
H -0.82 4.45 7.31
C -3.53 -7.04 -1.37
C -1.60 -0.56 0.67
C -2.04 2.11 -2.84
C -0.38 3.82 6.39
C -2.21 -7.13 0.47
H -2.02 2.45 6.61
H 2.64 -1.22 3.86
N -0.05 -2.21 -0.31
H 2.39 3.36 1.43
C 2.91 -0.54 3.03
C 2.45 0.42 -2.55
H -3.01 3.20 0.16
C 0.04 -3.13 -1.18
C -0.56 -3.20 -2.49
C -0.97 2.74 -0.31
H 0.11 1.49 -3.33
C -0.15 2.49 3.86
C 2.25 0.40 -4.95
C -2.27 -6.86 -0.98
H -3.46 -8.03 2.22
C -3.37 -7.82 1.03
H 2.88 -1.49 -5.83
*
```

Summary:
Highest occupied orbital energy ... -1.4 eV
Gap between HOMO and LUMO ... 0.20204 hartree
Lowest unoccupied orbital energy ... 4.05 eV
Maximum force ... 9.34 eV Å⁻¹


# 4
This record from the OMol25 dataset describes C38H35BrGeN2O2SZr as an isolated structure at a distorted geometry. The level of theory is wB97M-V/def2-TZVPD.

```
! RIJCOSX wB97M-V def2-TZVPD def2/J DEFGRID3
* xyz 0 1
C -2.22 0.53 -2.95
O -0.56 -1.29 1.27
Ge -1.24 -1.15 -2.64
C 4.60 -3.19 1.16
C -1.74 -2.54 -5.05
C -2.32 -3.80 -2.36
H -0.94 -0.84 3.26
Zr 1.05 -0.62 0.50
H -5.28 1.48 -3.92
H 0.70 6.95 8.51
C -1.55 -3.18 -6.32
C 2.65 -2.93 -0.72
H -3.49 0.01 -4.60
H 1.28 -1.23 -2.14
H -5.96 -2.73 -1.33
C -2.77 2.73 -1.95
O 1.36 5.46 6.34
C -1.40 -1.34 2.42
C 3.72 2.66 6.10
C 4.07 -4.36 0.60
H 1.17 5.65 9.66
H 0.55 4.68 -0.71
H 0.16 1.23 5.06
H 1.76 -2.76 -6.49
N 3.07 -1.82 -0.09
C 1.97 0.04 2.41
C 0.79 5.88 8.63
H 2.34 4.68 -1.16
H -2.56 3.50 -1.21
S 2.85 4.07 8.12
H -4.12 -1.05 -1.47
H 1.87 -2.83 -1.44
N 1.50 1.66 -0.27
H 0.28 3.09 -2.80
H -0.28 -3.44 -7.89
H 4.35 -0.95 1.29
C -3.99 2.68 -2.65
H -4.70 3.49 -2.52
C 1.35 4.13 -1.23
C 1.60 2.80 -0.48
C -0.30 -3.08 -6.85
H 4.70 2.95 6.49
C 1.14 1.67 5.40
C -4.58 -4.35 -1.70
C 0.33 -1.01 -1.66
C 2.55 3.00 6.78
C 1.29 2.48 6.50
H 4.25 1.83 4.16
H -0.27 5.54 8.63
H 1.42 -1.41 -4.39
C -3.95 -2.07 -1.81
C 0.76 -2.53 -6.14
C 1.58 5.21 7.52
C 2.11 0.62 3.45
C -3.28 -4.73 -2.03
H -2.75 -2.46 -4.62
C 3.51 1.95 4.93
H 2.26 -4.95 -0.44
C 2.99 -4.21 -0.30
H -2.35 -0.81 2.23
C 0.54 -1.82 -4.94
H 1.90 3.78 -3.23
H -0.88 1.55 -1.56
C -3.33 0.67 -3.76
H 4.46 -5.36 0.76
C -4.94 -3.01 -1.61
H 0.35 4.78 -3.17
C -2.60 -2.41 -2.07
H 0.52 2.58 7.26
H -1.49 -2.40 2.72
C -1.87 1.57 -2.08
C 2.28 1.36 4.66
C 4.03 -1.90 0.84
H -2.40 -3.77 -6.73
H -2.99 -5.80 -1.87
C -0.75 -1.86 -4.38
H -1.32 -4.14 -2.66
H -5.36 -5.10 -1.55
C -4.29 1.62 -3.49
C 0.94 3.97 -2.69
Br 5.88 -3.25 2.49
*
```

Summary:
Energy relative to the best compared isomer or geometry (same formula, charge and spin) ... 250.8 kJ/mol
Highest occupied orbital energy (alpha / beta) ... -6.4 / -5.9 eV
Gap between HOMO and LUMO (alpha / beta) ... 0.22077 / 0.19964 hartree
Lowest unoccupied orbital energy (alpha / beta) ... -0.43 / -0.44 eV
Maximum force ... 4.37 eV Å⁻¹


# 5
This record from the OMol25 dataset describes C38H35ClEuN2Si2 as an isolated structure at a distorted geometry. The level of theory is wB97M-V/def2-TZVPD.

```
! RIJCOSX wB97M-V def2-TZVPD def2/J DEFGRID3
* xyz 0 8
C -4.04 -5.68 -1.74
C 1.38 -1.12 0.66
H -4.63 -1.63 0.90
C 5.73 0.62 0.80
H -2.28 -6.76 -1.08
C -1.62 3.17 1.71
H 1.12 2.59 3.67
C 2.98 5.63 1.52
H -0.22 6.31 0.56
H -6.61 -5.00 -2.35
C -1.20 2.55 0.53
C -5.59 -1.73 -2.13
C -1.77 -0.90 2.49
H 2.41 -0.95 -2.60
H -5.99 -0.72 -2.15
C 3.23 -2.26 -1.08
C 0.88 1.89 1.64
H 4.46 1.76 -2.69
C 0.46 2.57 2.80
H -3.22 0.57 1.62
H 7.51 -0.07 -0.22
H 3.73 5.97 2.24
N -3.32 -0.87 -1.75
H -2.61 3.63 1.76
H -1.01 -2.97 2.97
Si 0.47 0.88 -1.30
H 6.06 0.27 1.78
H -1.09 3.74 3.73
C 3.26 4.57 0.65
H 4.24 4.10 0.68
C 1.72 6.25 1.51
C -1.77 -2.33 2.51
C -5.95 -4.14 -2.24
C 6.07 0.86 -1.56
H -3.25 -3.82 1.67
C -2.92 -0.47 1.79
C -2.94 -2.78 1.82
H -4.69 -6.54 -1.87
H 1.48 7.05 2.23
H 3.99 -2.69 -1.74
H -3.75 0.04 -1.63
H 1.20 1.92 -2.00
C -3.66 -1.62 1.39
C 3.14 -2.72 0.23
H -2.56 -0.82 -2.43
H -1.87 2.50 -0.33
C -1.94 -4.64 -1.14
C 2.20 -2.17 1.09
Si 2.20 2.24 -0.41
C 2.23 4.05 -0.15
Eu -1.27 -1.69 -0.06
C -3.70 -3.27 -1.87
H 0.29 4.48 -1.02
H 2.10 -2.52 2.12
C -2.72 -5.80 -1.31
H 3.82 -3.50 0.59
H 0.70 -0.62 1.37
C -6.45 -2.84 -2.29
H 6.70 0.71 -2.44
C 0.07 1.92 0.48
H 1.80 1.28 1.70
C -4.57 -4.39 -1.99
H -0.90 -4.69 -0.77
Cl 0.03 0.43 -3.43
C 4.49 1.23 0.69
C 6.54 0.42 -0.31
C -4.22 -1.94 -1.96
C -0.79 3.21 2.83
N -2.40 -3.42 -1.45
C 2.37 -1.28 -1.56
H -1.03 -0.25 2.97
C 1.46 -0.65 -0.68
H -7.51 -2.68 -2.46
H -0.98 0.50 -1.09
C 4.80 1.46 -1.69
H 3.89 1.37 1.59
C 1.05 4.79 -0.31
C 0.76 5.84 0.57
C 3.98 1.62 -0.56
*
```

Summary:
Energy relative to the best compared isomer or geometry (same formula, charge and spin) ... 224.8 kJ/mol
Highest occupied orbital energy (alpha / beta) ... -3.8 / -5.9 eV
Gap between HOMO and LUMO (alpha / beta) ... 0.10224 / 0.17889 hartree
Lowest unoccupied orbital energy (alpha / beta) ... -1.04 / -1.04 eV
Maximum force ... 3.03 eV Å⁻¹